Molecular formula: C39H91N5O7
Method: DFT, ωB97M-V/def2-TZVPD

Structure (XYZ):
```
142
Properties=species:S:1:pos:R:3
C 20.5131 -19.4545 1.2549
C 20.1311 -18.0126 0.9489
C 19.3866 -17.2953 2.1161
O 18.9176 -16.0212 1.7266
C 18.3064 -15.3303 2.7579
N 21.2705 -17.1964 0.5772
H 20.7741 -19.9070 0.2982
H 19.7053 -20.0322 1.7069
H 21.3668 -19.5856 1.9257
H 19.4764 -18.1647 0.0880
H 20.0407 -17.2580 2.9975
H 18.5141 -17.8597 2.4785
H 17.8247 -14.4255 2.3739
H 18.8772 -14.8645 3.5771
H 17.5007 -15.8054 3.3345
H 20.9199 -16.2561 0.4169
H 21.9136 -17.1002 1.3568
C 18.0860 -16.6752 10.6659
C 19.2920 -17.0185 9.8293
C 18.9501 -17.6129 8.4327
O 20.1216 -17.8317 7.6855
C 19.7881 -18.4395 6.4488
N 20.1761 -15.8558 9.6331
H 17.4224 -15.9344 10.2025
H 18.3734 -16.1327 11.5684
H 17.5164 -17.5728 10.9035
H 19.8618 -17.7501 10.4056
H 18.1287 -17.0411 7.9754
H 18.3807 -18.5475 8.5696
H 19.0064 -19.1971 6.4992
H 20.7139 -18.8367 6.0306
H 19.4986 -17.6812 5.7105
H 19.6843 -15.0423 9.2839
H 20.8368 -16.1512 8.9223
C 15.5234 -17.9224 6.2551
C 14.0315 -18.2785 5.9411
C 13.3501 -17.0514 5.3170
C 13.8566 -16.7803 3.9064
C 13.4994 -18.0024 3.0798
C 14.0867 -19.3353 3.5895
N 13.8992 -19.4548 5.0505
O 14.4831 -20.6110 5.6155
C 13.3565 -20.5168 2.9639
C 15.5796 -19.4633 3.3040
C 13.3223 -18.5959 7.2543
H 15.8826 -16.9832 5.8263
H 16.2935 -18.6437 5.9742
H 15.6389 -17.8293 7.3396
H 12.2644 -17.1399 5.2293
H 13.4970 -16.1638 5.9383
H 14.9249 -16.5951 3.7716
H 13.3470 -15.9065 3.4942
H 13.7588 -17.8987 2.0247
H 12.4430 -18.2858 3.1435
H 13.7648 -21.4651 3.3163
H 12.2746 -20.4622 3.0888
H 13.5552 -20.5973 1.8885
H 15.7833 -19.5913 2.2379
H 15.9961 -18.5163 3.6534
H 16.0203 -20.3221 3.8077
H 13.3178 -17.7680 7.9562
H 13.7935 -19.4826 7.6862
H 12.3433 -19.0174 7.0044
H 13.7599 -20.9280 6.1673
C 5.6787 -18.2157 2.9485
C 5.9028 -17.3489 1.6875
C 5.2779 -15.9829 2.0131
C 6.2161 -15.0675 2.8158
C 7.5140 -14.8496 2.0939
C 8.2235 -16.2097 1.8462
N 7.3016 -17.1678 1.2766
O 7.9231 -18.4080 0.9845
C 9.3662 -15.9407 0.8612
C 8.8543 -16.5637 3.2246
C 5.1596 -17.9919 0.5047
H 6.0175 -19.2189 2.6737
H 4.5981 -18.2998 3.0629
H 6.1454 -17.8498 3.8579
H 4.9473 -15.5165 1.0797
H 4.3890 -16.0526 2.6411
H 6.3694 -15.5383 3.7945
H 5.6913 -14.1552 3.1110
H 8.1331 -14.1136 2.6053
H 7.2592 -14.4021 1.1248
H 9.9632 -16.8381 0.7409
H 8.8855 -15.6254 -0.0674
H 9.9745 -15.1219 1.2457
H 8.1703 -17.1578 3.8316
H 9.6896 -17.2594 3.0886
H 9.2215 -15.6724 3.7251
H 4.1365 -18.3551 0.6343
H 5.6761 -18.8611 0.0969
H 5.0654 -17.2230 -0.2665
H 8.2364 -18.2619 0.0831
C 11.4619 -17.8838 -1.0814
C 12.1387 -18.0703 -2.4651
C 13.3631 -18.9652 -2.2825
C 13.1416 -20.4770 -2.1837
C 12.5121 -20.8801 -3.4949
C 11.1229 -20.2123 -3.6142
N 11.2419 -18.7193 -3.4124
O 9.9851 -18.0924 -3.5231
C 10.5304 -20.4783 -5.0000
C 10.1707 -20.7300 -2.5320
C 12.5128 -16.6640 -2.9424
H 10.4948 -17.3960 -1.2039
H 12.0959 -17.3306 -0.3873
H 11.1876 -18.7958 -0.5413
H 14.0444 -18.6568 -3.0812
H 13.9020 -18.6798 -1.3731
H 12.5809 -20.8420 -1.3244
H 14.1584 -20.8558 -2.0497
H 12.3583 -21.9478 -3.6634
H 13.1180 -20.5066 -4.3242
H 9.5989 -19.9371 -5.1603
H 11.3061 -20.1662 -5.7057
H 10.3228 -21.5151 -5.2671
H 10.1904 -21.8257 -2.6273
H 10.4367 -20.4346 -1.5237
H 9.1119 -20.5655 -2.7377
H 13.2033 -16.6818 -3.7930
H 12.9301 -16.0369 -2.1579
H 11.6593 -16.1685 -3.4103
H 9.7757 -18.1551 -4.4600
C 15.4284 -19.7059 9.9816
C 16.3490 -20.4756 10.9113
O 16.1261 -20.1807 12.2897
H 15.6105 -18.6373 10.0505
H 14.4542 -19.9535 10.4133
H 15.5391 -20.0761 8.9643
H 17.4045 -20.2123 10.8200
H 16.1856 -21.5478 10.7588
H 15.2179 -20.3626 12.5522
C 14.4030 -16.6494 11.4478
C 14.1694 -15.4610 10.5172
O 12.8045 -15.0234 10.5615
H 14.1258 -16.4420 12.4880
H 15.4403 -16.9714 11.4464
H 13.6762 -17.4387 11.2407
H 14.4336 -15.7080 9.4917
H 14.7387 -14.6044 10.8913
H 12.6217 -14.8658 11.4934
```

The SMILES is CC1(C)CCCC(C)(C)N1O.CC1(C)CCCC(C)(C)N1O.CC1(C)CCCC(C)(C)N1O.COC[C@H](C)N.COC[C@H](C)N.CCO.CCO. Its spin multiplicity is 1. For the orbital gap, the calculation gives 8.39 eV. The HOMO energy comes out at -7.9 eV. The LUMO energy comes out at 0.459 eV. The calculation puts the energy above the lowest of the compared OMol25 structures with the same formula, charge and spin at 0.00 kJ/mol.



Molecular formula: C39H93O2PSi2
Method: DFT, ωB97M-V/def2-TZVPD

Structure (XYZ):
```
137
Properties=species:S:1:pos:R:3
C 0.9771 -4.8597 0.2830
C 0.0166 -5.7146 -0.7439
C -1.2671 -4.8196 -1.3332
C -0.6373 -3.4546 -2.0476
C -1.2669 -3.1293 -3.5230
C -2.7177 -2.3807 -3.5294
C -2.9939 -1.3377 -2.3002
C -2.4612 0.2076 -2.5793
C -0.8501 0.3311 -2.8385
C -0.1327 1.6265 -2.1026
Si 1.1792 1.0794 -0.7459
O 1.7113 -0.5810 -0.9608
Si 2.7840 -1.1180 0.3208
O 2.6177 2.0878 -0.7239
C 3.2411 2.2111 -2.0501
C 4.2838 1.0107 -2.4473
P 0.1163 1.4007 1.1999
C 1.3539 1.5205 2.6490
C -1.0117 -0.1613 1.3416
C -2.0246 -0.1161 2.6444
H 1.8169 -4.3051 -0.3584
H 0.3559 -4.0140 0.8161
H 1.5784 -5.5343 1.0516
H 0.6930 -6.1462 -1.6173
H -0.3575 -6.6775 -0.1456
H -2.0233 -4.5600 -0.4658
H -1.7862 -5.4889 -2.1560
H -0.6238 -2.5214 -1.3075
H 0.5149 -3.7116 -2.2232
H -0.4313 -2.5892 -4.1818
H -1.4273 -4.1853 -4.0560
H -3.6516 -3.1144 -3.5973
H -2.7610 -1.7351 -4.5322
H -2.6422 -1.7008 -1.2416
H -4.1817 -1.2360 -2.2180
H -2.8308 0.9203 -1.6959
H -3.0080 0.5995 -3.5584
H -0.3459 -0.6855 -2.5563
H -0.6868 0.4780 -4.0061
H 0.3143 2.3711 -2.8897
H -1.0082 2.2248 -1.5555
H 3.9774 -1.7156 -0.3205
H 2.1745 -2.1314 1.1987
H 3.2132 -0.0187 1.1736
H 3.8795 3.2193 -2.0209
H 2.4929 2.3359 -2.9429
H 4.7341 1.2296 -3.5311
H 5.1926 0.8831 -1.7033
H 3.7557 -0.0542 -2.5504
H 0.8312 1.9441 3.6344
H 1.6777 0.4132 2.9273
H 2.2921 2.1991 2.4514
H -1.7062 -0.1277 0.3714
H -0.3682 -1.1377 1.2646
H -1.5589 -0.7737 3.4935
H -3.0559 -0.6116 2.3334
H -2.2677 0.9722 3.0150
C 1.0663 -6.2927 4.3522
C 2.2582 -6.9330 5.0485
C 3.3366 -7.4147 4.0755
C 2.8947 -8.5110 3.0988
C 2.3517 -9.7854 3.7505
C 3.3811 -10.5053 4.6083
H 0.5498 -7.0023 3.7004
H 0.3431 -5.9377 5.0948
H 1.3815 -5.4347 3.7507
H 1.9147 -7.7575 5.6817
H 2.7048 -6.1931 5.7237
H 4.1980 -7.7673 4.6530
H 3.6972 -6.5581 3.4919
H 3.7506 -8.7735 2.4635
H 2.1317 -8.1110 2.4215
H 2.0231 -10.4678 2.9571
H 1.4631 -9.5624 4.3501
H 4.2604 -10.7774 4.0160
H 2.9516 -11.4245 5.0196
H 3.7087 -9.8879 5.4501
C -2.3702 8.7062 -1.5880
C -3.2620 7.5871 -1.0706
C -2.5218 6.2593 -0.8955
C -1.9457 5.6563 -2.1822
C -2.9649 5.3977 -3.2949
C -4.0319 4.3854 -2.9070
H -1.9738 8.4806 -2.5815
H -2.9412 9.6382 -1.6627
H -1.5291 8.8789 -0.9097
H -4.1216 7.4639 -1.7375
H -3.6691 7.8889 -0.0979
H -3.2008 5.5382 -0.4277
H -1.6992 6.4020 -0.1833
H -1.4487 4.7109 -1.9285
H -1.1591 6.3118 -2.5725
H -2.4299 5.0181 -4.1739
H -3.4403 6.3336 -3.6064
H -3.5793 3.4268 -2.6345
H -4.7106 4.2129 -3.7485
H -4.6338 4.7359 -2.0632
C 8.6871 -3.3997 1.9367
C 8.7273 -4.7876 1.3143
C 7.3381 -5.3936 1.1034
C 6.5246 -5.6269 2.3820
C 7.1937 -6.5244 3.4264
C 7.4391 -7.9412 2.9302
H 8.2415 -3.4170 2.9348
H 9.7031 -3.0015 2.0340
H 8.1123 -2.7093 1.3119
H 9.3466 -5.4486 1.9295
H 9.2273 -4.7173 0.3406
H 7.4466 -6.3402 0.5631
H 6.7598 -4.7357 0.4422
H 5.5587 -6.0667 2.1018
H 6.2901 -4.6627 2.8468
H 6.5441 -6.5735 4.3088
H 8.1371 -6.0836 3.7649
H 6.5006 -8.4166 2.6282
H 7.8851 -8.5466 3.7259
H 8.1251 -7.9578 2.0780
C -8.6572 12.7860 -1.8732
C -8.8447 11.4445 -1.1799
C -7.5498 10.8890 -0.5829
C -6.4388 10.5867 -1.5955
C -6.8175 9.6022 -2.7051
C -7.1715 8.2180 -2.1830
H -7.9743 12.7098 -2.7234
H -9.6183 13.1514 -2.2516
H -8.2627 13.5323 -1.1769
H -9.2847 10.7271 -1.8803
H -9.5744 11.5705 -0.3708
H -7.7853 9.9801 -0.0187
H -7.1610 11.6055 0.1518
H -5.5721 10.1914 -1.0500
H -6.1006 11.5215 -2.0565
H -5.9661 9.5073 -3.3900
H -7.6477 9.9949 -3.3012
H -6.3365 7.7881 -1.6208
H -7.3988 7.5477 -3.0182
H -8.0500 8.2443 -1.5315
```

Its spin multiplicity is 1. For the orbital gap, the calculation gives 8.64 eV. The HOMO energy comes out at -8.1 eV. The LUMO energy comes out at 0.554 eV.



Molecular formula: C39H94FN2O5PSi2
Method: DFT, ωB97M-V/def2-TZVPD

Structure (XYZ):
```
144
Properties=species:S:1:pos:R:3
C 1.4522 1.3022 8.5545
C 0.1332 1.1540 7.7068
C 0.2395 2.0085 6.4157
F -1.0787 2.1726 5.9348
Si 1.3524 1.2201 5.0598
C 1.6587 -0.6267 5.4410
C 2.7734 -1.1570 4.4770
C 4.1220 -1.6234 5.0935
C 5.3531 -0.9328 4.3936
C 4.3049 -1.4483 6.6213
C 0.3355 1.2985 3.4184
O -0.4616 0.1096 3.2082
N -1.7286 0.2487 3.7014
O -2.0124 -0.6442 4.4074
O 2.8653 1.9981 4.8796
Si 2.7131 3.6758 4.5445
P 4.4092 4.3099 3.2390
N 4.0061 4.2182 1.6983
O 4.9228 5.8500 3.6461
O 5.6780 3.2657 3.5630
H 1.5847 0.4210 9.2004
H 2.3487 1.4331 7.9187
H 1.3395 2.2393 9.1341
H -0.7450 1.4597 8.3071
H -0.0327 0.0799 7.4892
H 0.5628 3.0207 6.7350
H 0.7029 -1.1182 5.1489
H 1.7848 -0.8297 6.5159
H 2.9899 -0.3735 3.7165
H 2.3484 -2.0017 3.8970
H 4.2492 -2.7040 4.8719
H 6.2465 -1.3238 4.9290
H 5.4687 -1.2317 3.3393
H 5.3557 0.1593 4.5568
H 4.1888 -0.4114 6.9889
H 3.5037 -2.0360 7.1264
H 5.2507 -1.8902 6.9880
H -0.3616 2.1626 3.4065
H 0.9982 1.3753 2.5290
H 1.4058 4.0461 4.0028
H 2.8839 4.3800 5.8381
H 4.6716 3.5249 1.3391
H 4.5060 6.1670 4.4544
H 5.5277 2.8441 4.4167
C -1.4799 -1.3248 0.6216
C -0.5134 -0.3995 -0.1070
C -1.1737 0.8772 -0.6276
C -2.2742 0.6596 -1.6674
C -1.8395 -0.1066 -2.9173
C -0.7587 0.6099 -3.7191
H -2.2785 -1.6793 -0.0341
H -0.9501 -2.2030 0.9971
H -1.9360 -0.8183 1.4703
H -0.0319 -0.9419 -0.9260
H 0.2864 -0.1166 0.5847
H -0.3996 1.5290 -1.0450
H -1.6020 1.4254 0.2192
H -2.6646 1.6374 -1.9692
H -3.1148 0.1315 -1.2068
H -2.7146 -0.2449 -3.5593
H -1.4947 -1.1097 -2.6499
H -1.1006 1.5973 -4.0379
H -0.5022 0.0362 -4.6116
H 0.1570 0.7378 -3.1372
C -8.7726 -0.4872 1.7122
C -8.1215 0.7683 1.1438
C -6.8669 0.4767 0.3203
C -5.7223 -0.1754 1.0977
C -5.2304 0.6127 2.3126
C -4.6514 1.9757 1.9534
H -8.1061 -1.0132 2.3988
H -9.6770 -0.2294 2.2667
H -9.0528 -1.1762 0.9118
H -7.8915 1.4631 1.9565
H -8.8461 1.2778 0.5016
H -6.5175 1.4094 -0.1328
H -7.1350 -0.1793 -0.5148
H -4.8811 -0.3298 0.4125
H -6.0264 -1.1739 1.4273
H -4.4529 0.0266 2.8122
H -6.0368 0.7356 3.0414
H -3.8110 1.8712 1.2621
H -4.2914 2.4847 2.8493
H -5.3989 2.6213 1.4867
C -3.9207 -6.9964 0.2228
C -5.2728 -6.4431 0.6571
C -5.3687 -4.9217 0.5385
C -4.3882 -4.1414 1.4165
C -4.4838 -4.4326 2.9143
C -5.8345 -4.0611 3.5153
H -3.1094 -6.6181 0.8475
H -3.9127 -8.0855 0.2993
H -3.7069 -6.7299 -0.8149
H -5.4876 -6.7601 1.6816
H -6.0505 -6.8885 0.0296
H -6.3929 -4.6142 0.7711
H -5.2003 -4.6357 -0.5051
H -4.5532 -3.0710 1.2539
H -3.3638 -4.3392 1.0865
H -3.7060 -3.8593 3.4280
H -4.2693 -5.4866 3.1137
H -6.0463 -2.9988 3.3688
H -5.8435 -4.2629 4.5878
H -6.6476 -4.6360 3.0664
C 4.3601 1.7826 -5.3354
C 3.2771 1.2166 -4.4248
C 2.6315 2.2718 -3.5261
C 3.5812 2.9495 -2.5357
C 4.3061 2.0000 -1.5820
C 3.3622 1.2304 -0.6668
H 5.1895 2.2042 -4.7646
H 4.7671 0.9955 -5.9740
H 3.9544 2.5656 -5.9809
H 3.6920 0.4038 -3.8217
H 2.4966 0.7681 -5.0471
H 1.8029 1.8096 -2.9805
H 2.1802 3.0457 -4.1558
H 3.0091 3.6732 -1.9463
H 4.3270 3.5332 -3.0832
H 4.9886 2.5883 -0.9610
H 4.9306 1.2971 -2.1413
H 2.7626 1.9163 -0.0626
H 3.9293 0.5880 0.0106
H 2.6823 0.5903 -1.2345
C 1.4123 0.0381 -10.5264
C 2.3255 0.4478 -9.3770
C 3.3334 1.5309 -9.7628
C 4.3283 1.1317 -10.8544
C 5.1694 -0.1063 -10.5413
C 6.0653 0.0659 -9.3202
H 1.9754 -0.3914 -11.3571
H 0.6951 -0.7145 -10.1931
H 0.8502 0.8966 -10.9011
H 2.8430 -0.4334 -8.9868
H 1.7071 0.8271 -8.5579
H 3.8790 1.8389 -8.8655
H 2.7884 2.4184 -10.1009
H 4.9986 1.9777 -11.0390
H 3.7935 0.9638 -11.7940
H 5.8012 -0.3229 -11.4080
H 4.5265 -0.9807 -10.4054
H 6.7500 0.9064 -9.4553
H 6.6617 -0.8330 -9.1547
H 5.4820 0.2439 -8.4142
```

Its spin multiplicity is 1. For the orbital gap, the calculation gives 8.97 eV. The HOMO energy comes out at -9.1 eV. The LUMO energy comes out at -0.151 eV.